{
  "formula": "C31H40GeN6O8STi",
  "method": "ωB97M-V with the def2-TZVPD basis set",
  "species": ["Ti", "C", "C", "C", "C", "C", "H", "H", "H", "H", "H", "C", "C", "C", "C", "Ge", "C", "C", "C", "C", "H", "H", "H", "H", "H", "H", "H", "H", "H", "H", "H", "H", "H", "H", "H", "H", "H", "H", "H", "O", "S", "O", "O", "C", "N", "C", "C", "C", "N", "C", "C", "C", "N", "C", "C", "H", "H", "H", "H", "H", "H", "O", "C", "O", "C", "C", "C", "C", "C", "C", "N", "O", "O", "H", "H", "H", "H", "C", "N", "C", "N", "O", "H", "H", "H", "H", "H", "H"],
  "xyz": [[-0.30524, -1.60972, 0.67679], [-1.74148, -3.34045, 1.35588], [-0.73947, -3.25443, 2.35258], [0.48404, -3.64922, 1.77805], [0.25300, -3.96247, 0.42759], [-1.11486, -3.77570, 0.16585], [-2.79647, -3.16061, 1.49281], [-0.89616, -2.95070, 3.37654], [1.43922, -3.68454, 2.27793], [0.99922, -4.25015, -0.29710], [-1.59220, -3.91228, -0.79015], [-7.47633, -1.06518, -1.75813], [-5.97537, -0.82255, -1.73661], [-5.21478, -1.98194, -1.10968], [-3.69265, -1.92898, -1.27385], [-2.71682, -0.76899, 0.00804], [-2.90828, 1.17451, -0.36588], [-2.00533, 1.90106, -1.35892], [-2.00949, 1.31886, -2.76910], [-3.26650, 1.66588, -3.55348], [-8.01702, -0.21928, -2.18141], [-7.86142, -1.23150, -0.75071], [-7.72178, -1.94730, -2.35078], [-5.76962, 0.10225, -1.18923], [-5.60884, -0.65989, -2.75358], [-5.59043, -2.91171, -1.55043], [-5.46976, -2.04052, -0.04600], [-3.42684, -1.67341, -2.30243], [-3.30790, -2.93519, -1.11579], [-3.56604, -0.91787, 1.31429], [-2.84045, 1.66828, 0.60920], [-3.95715, 1.27546, -0.66380], [-0.98530, 1.91476, -0.97314], [-2.31500, 2.95099, -1.41466], [-1.88879, 0.22910, -2.72148], [-1.13686, 1.68800, -3.31616], [-4.17080, 1.38369, -3.01640], [-3.29282, 1.16304, -4.52058], [-3.31671, 2.74011, -3.73727], [6.27503, 3.70870, 0.59033], [7.40762, 3.45026, 1.45903], [7.91326, 4.59505, 2.17603], [8.40764, 2.55876, 0.90569], [6.68898, 2.40262, 2.75811], [7.21486, 2.41923, 3.98248], [6.66982, 1.62700, 4.88680], [5.58371, 0.79469, 4.62181], [5.12961, 0.84675, 3.31148], [5.67637, 1.63271, 2.39417], [3.95796, 0.07168, 2.80165], [3.85761, -0.14833, 1.42526], [2.70963, -0.71704, 0.92180], [1.65501, -1.04285, 1.68649], [1.79207, -0.91160, 3.01058], [2.91631, -0.37665, 3.60472], [7.10805, 1.64988, 5.88022], [5.15950, 0.15695, 5.38067], [4.65164, 0.18108, 0.77217], [2.62626, -0.88111, -0.14500], [0.93657, -1.20398, 3.60766], [2.93590, -0.25394, 4.67870], [0.27988, 0.18836, -0.31588], [0.50932, -0.51145, -1.33274], [0.20425, -1.76029, -1.24377], [1.13180, 0.02588, -2.55385], [1.69271, 1.30548, -2.52566], [2.29222, 1.82266, -3.66287], [2.31099, 1.07479, -4.83259], [1.73922, -0.18598, -4.82699], [1.15758, -0.74665, -3.70882], [1.75322, -0.97808, -6.08123], [1.32462, -2.11231, -6.02613], [2.25361, -0.46327, -7.05776], [1.66990, 1.87453, -1.60755], [2.75111, 2.80011, -3.63985], [2.76354, 1.45076, -5.73748], [0.73547, -1.73979, -3.73979], [0.35386, 2.25649, 2.27522], [-0.79122, 1.79824, 3.04421], [-1.35570, 0.58151, 2.96968], [-2.41694, 0.34350, 3.78224], [-0.95577, -0.35364, 2.23782], [1.09690, 2.69022, 2.94325], [0.04371, 2.99979, 1.54151], [0.78936, 1.42009, 1.75500], [-1.20865, 2.45677, 3.68030], [-2.87957, 1.10568, 4.24698], [-2.99934, -0.42468, 3.48708]],
  "lowdin_charge": [0.92, -0.20, -0.15, -0.13, -0.12, -0.17, 0.10, 0.12, 0.12, 0.13, 0.11, -0.11, -0.29, -0.30, -0.33, 0.95, -0.32, -0.28, -0.27, -0.09, 0.07, 0.07, 0.07, 0.09, 0.10, 0.11, 0.10, 0.07, 0.03, -0.02, 0.05, 0.04, 0.07, 0.11, 0.09, 0.10, 0.05, 0.08, 0.08, -0.38, 0.38, -0.35, -0.35, -0.34, 0.13, -0.11, 0.00, -0.23, 0.16, -0.11, 0.04, -0.08, -0.02, -0.12, 0.02, 0.11, 0.10, 0.13, 0.12, 0.12, 0.12, -0.09, -0.57, -0.08, -0.13, 0.02, -0.02, 0.03, -0.11, 0.08, -0.35, 0.09, 0.09, 0.13, 0.12, 0.13, 0.14, -0.02, 0.06, -0.56, 0.20, -0.16, 0.10, 0.10, 0.06, 0.15, 0.11, 0.10],
  "gap_ev": [5.74, 5.74],
  "charge": 0,
  "de_lowest_ev": 1.317,
  "e_lumo_ha": [-0.057, -0.057]
}